DFT (wB97M-V/def2-TZVPD) results for a gas-phase ion, C4F10P (charge +1) at a distorted geometry.

Gap between HOMO and LUMO (spin up / spin down) = 8.21 / 9.66 eV
E = -1491.9811 a.u.
Spin multiplicity = 3
Total charge = +1
Strongest force on any atom = 0.0562 Eh/bohr

Last column: Löwdin spin population.
Cartesian coordinates (Å):
1 C -2.144 0.176 0.009  0.598
2 C 0.194 -0.051 2.207  0.542
3 C 1.157 0.500 -1.678  0.000
4 C 0.847 -0.659 -0.682  0.000
5 F -3.223 -0.034 0.667  0.151
6 F -2.120 1.453 -0.436  0.136
7 F -0.758 -0.425 3.032  0.132
8 F 2.216 0.138 -2.405  0.000
9 F 0.132 0.894 -2.467  0.001
10 F 1.342 1.577 -0.866  0.002
11 F 0.478 -1.691 -1.374  0.001
12 F 1.932 -0.842 0.039  0.010
13 F -0.816 -1.823 0.919  0.021
14 F 0.927 0.865 2.738  0.139
15 P -0.486 -0.321 0.618  0.266